(1)
# C2H6NO

A 2-piece molecular cluster, C2H6NO overall in a non-equilibrium geometry (ωB97M-V/def2-TZVPD, the OMol25 dataset).

```
10
Properties=species:S:1:pos:R:3
C -1.461 0.920 -0.407
C 1.671 -0.710 0.089
N -1.384 -0.150 0.287
O -2.122 -0.372 1.308
H 2.080 0.306 -0.011
H -0.846 1.131 -1.280
H -2.238 1.735 -0.249
H 0.965 -0.629 0.938
H 1.022 -0.725 -0.739
H 2.313 -1.506 0.064
```

The energy above the lowest of the compared OMol25 structures with the same formula, charge and spin comes out at 157.8 kJ/mol. The HOMO energy is -1.8443 eV. For the HOMO-LUMO gap, the calculation gives 0.2312 Eh. Its spin multiplicity is 1. Its total charge is -1.

---

(2)
# C43H35N4O2S6Tc

C43H35N4O2S6Tc as an isolated structure in a non-equilibrium geometry (ωB97M-V/def2-TZVPD, the OMol25 dataset).

```
91
Properties=species:S:1:pos:R:3
Tc -0.060 3.206 1.221
C -2.124 4.243 -2.412
C -1.148 3.947 -1.333
N -1.484 3.376 -0.199
N -2.793 3.083 -0.007
C -3.100 2.628 1.173
N -4.373 2.279 1.412
S -1.955 2.407 2.475
C 0.275 4.232 -1.465
C 0.851 4.779 -2.601
C 2.218 4.982 -2.633
C 2.983 4.637 -1.527
C 2.345 4.109 -0.423
N 1.026 3.916 -0.389
H -3.130 4.133 -2.025
H -1.984 3.530 -3.228
H -1.975 5.251 -2.798
H -5.072 2.519 0.728
H -4.661 2.069 2.351
H 0.229 5.031 -3.446
H 2.686 5.403 -3.512
H 4.054 4.778 -1.514
H 2.890 3.833 0.471
C 6.153 -0.903 3.894
C 4.993 -0.359 3.112
C 4.901 -0.564 1.737
C 3.784 -0.155 1.029
C 2.745 0.483 1.697
C 2.844 0.757 3.052
C 3.963 0.329 3.748
S 1.281 0.824 0.701
O 1.303 3.332 2.682
C 0.310 -0.543 1.390
C -0.121 -0.309 2.710
C -0.669 -1.297 3.468
C -0.486 -2.631 3.054
C -0.721 -3.703 3.946
C -0.256 -4.955 3.664
C 0.514 -5.157 2.507
C 0.674 -4.154 1.590
C 0.081 -2.882 1.777
C 0.170 -1.809 0.795
C 0.198 -2.081 -0.661
C 0.042 -3.399 -1.258
C -0.796 -4.410 -0.730
C -0.883 -5.644 -1.315
C -0.138 -5.948 -2.467
C 0.579 -4.959 -3.077
C 0.626 -3.656 -2.531
C 1.132 -2.584 -3.298
C 0.839 -1.314 -2.903
C 0.337 -1.079 -1.616
S -0.391 0.562 -1.424
O 0.286 1.414 -2.430
C -1.960 0.062 -2.153
C -2.204 0.173 -3.510
C -3.464 -0.135 -3.994
C -4.480 -0.552 -3.134
C -5.850 -0.854 -3.674
C -4.208 -0.661 -1.772
C -2.953 -0.346 -1.277
H 7.092 -0.777 3.356
H 6.011 -1.972 4.065
H 6.236 -0.420 4.867
H 5.709 -1.061 1.214
H 3.707 -0.337 -0.036
H 2.067 1.304 3.564
H 4.028 0.527 4.811
H -0.037 0.689 3.107
H -1.110 -1.086 4.433
H -1.215 -3.491 4.886
H -0.421 -5.772 4.354
H 0.988 -6.116 2.340
H 1.304 -4.323 0.731
H -1.420 -4.186 0.120
H -1.544 -6.389 -0.892
H -0.193 -6.937 -2.901
H 1.073 -5.138 -4.024
H 1.616 -2.785 -4.245
H 1.001 -0.454 -3.541
H -1.410 0.496 -4.174
H -3.670 -0.052 -5.054
H -5.782 -1.373 -4.629
H -6.402 0.074 -3.842
H -6.425 -1.465 -2.980
H -4.985 -0.996 -1.096
H -2.738 -0.414 -0.215
S 0.797 7.315 3.722
C 0.657 5.832 3.039
S -0.482 5.493 1.775
S 1.673 4.551 3.601
```

The energy above the lowest of the compared OMol25 structures with the same formula, charge and spin comes out at 91.1 kJ/mol. The HOMO energy (spin up / spin down) is -9.8915 / -9.8920 eV. For the HOMO-LUMO gap (spin up / spin down), the calculation gives 0.2273 / 0.1930 Eh. Its spin multiplicity is 4. Its total charge is +1.

---

(3)
# C46H58F5N9O6P2ReTe

C46H58F5N9O6P2ReTe as an isolated structure in a non-equilibrium geometry (ωB97M-V/def2-TZVPD, the OMol25 dataset).

```
128
Properties=species:S:1:pos:R:3
Re -0.530 -0.436 1.375
N -1.078 1.722 1.484
C 0.099 2.511 1.067
C 0.787 1.790 -0.081
O 1.318 2.395 -0.986
O 0.770 0.488 0.042
H -1.800 1.832 0.770
H -1.456 2.062 2.365
H 0.809 2.537 1.899
H -0.146 3.537 0.799
O -1.653 1.744 -1.386
P -1.173 2.284 -2.676
N -2.528 2.536 -3.655
C -2.484 2.760 -5.100
C -3.927 2.516 -5.526
C -4.730 3.097 -4.358
C -3.866 2.804 -3.125
N -0.639 3.851 -2.523
C 0.339 4.626 -3.311
C 0.093 6.075 -2.901
C -0.409 5.943 -1.468
C -1.327 4.734 -1.561
N -0.175 1.355 -3.558
C 1.060 1.746 -4.286
C 1.706 0.416 -4.659
C 1.317 -0.488 -3.496
C -0.131 -0.105 -3.249
H -1.753 2.100 -5.562
H -2.195 3.800 -5.303
H -4.105 1.444 -5.622
H -4.158 2.988 -6.477
H -5.719 2.653 -4.270
H -4.858 4.172 -4.485
H -4.192 1.932 -2.551
H -3.838 3.642 -2.422
H 0.212 4.455 -4.379
H 1.340 4.299 -3.023
H -0.676 6.525 -3.532
H 0.997 6.673 -2.987
H -0.932 6.826 -1.109
H 0.423 5.730 -0.794
H -2.302 5.035 -1.964
H -1.497 4.212 -0.622
H 1.724 2.297 -3.624
H 0.824 2.352 -5.161
H 2.783 0.526 -4.772
H 1.299 0.038 -5.599
H 1.914 -0.256 -2.615
H 1.416 -1.547 -3.726
H -0.449 -0.294 -2.225
H -0.791 -0.638 -3.939
C 2.645 -2.319 1.715
C 1.590 -2.762 0.781
N 0.366 -2.255 0.636
C -0.232 -2.984 -0.385
C 0.624 -3.927 -0.828
N 1.774 -3.776 -0.087
C 2.956 -4.635 -0.208
N 4.147 -3.902 -0.491
N 5.101 -3.746 0.469
N 6.040 -3.019 0.022
C 5.738 -2.660 -1.280
C 6.452 -1.884 -2.196
C 5.889 -1.711 -3.439
C 4.648 -2.295 -3.773
C 3.934 -3.060 -2.877
C 4.515 -3.229 -1.620
H 2.234 -1.604 2.418
H 3.458 -1.847 1.164
H 3.074 -3.157 2.265
H -1.251 -2.827 -0.669
H 0.518 -4.693 -1.575
H 2.745 -5.336 -1.016
H 3.123 -5.191 0.714
H 7.407 -1.454 -1.932
H 6.410 -1.129 -4.185
H 4.254 -2.144 -4.769
H 2.990 -3.515 -3.146
C -4.840 1.056 0.708
O -3.613 0.352 0.960
P -2.765 -0.619 0.019
O -3.561 -0.348 -1.355
C -3.265 -1.069 -2.552
O -3.191 -2.128 0.317
C -4.543 -2.619 0.322
H -5.576 0.717 1.434
H -5.202 0.877 -0.299
H -4.649 2.116 0.856
H -4.195 -1.147 -3.113
H -2.897 -2.074 -2.337
H -2.527 -0.522 -3.138
H -4.491 -3.694 0.182
H -5.131 -2.166 -0.474
H -4.999 -2.397 1.287
F -1.325 -3.563 2.321
C -2.019 -2.666 3.048
C -1.807 -1.299 2.879
C -2.568 -0.517 3.740
F -2.450 0.839 3.702
C -3.469 -1.001 4.670
F -4.156 -0.171 5.451
C -3.643 -2.370 4.784
F -4.489 -2.872 5.672
C -2.909 -3.207 3.957
F -3.054 -4.527 4.059
Te 0.801 0.376 3.692
C 2.901 0.479 4.038
C 3.208 0.797 5.359
C 4.533 0.882 5.753
C 5.549 0.671 4.830
C 5.236 0.391 3.510
C 3.910 0.297 3.107
C 0.416 -1.116 5.136
C 0.500 -2.468 4.830
C 0.221 -3.406 5.813
C -0.148 -2.994 7.087
C -0.244 -1.643 7.382
C 0.033 -0.697 6.403
H 2.425 0.973 6.087
H 4.768 1.120 6.781
H 6.583 0.733 5.139
H 6.022 0.240 2.782
H 3.688 0.102 2.068
H 0.757 -2.799 3.834
H 0.281 -4.461 5.580
H -0.366 -3.730 7.849
H -0.541 -1.320 8.370
H -0.063 0.357 6.633
```

The energy above the lowest of the compared OMol25 structures with the same formula, charge and spin comes out at 84.4 kJ/mol. The HOMO energy (spin up / spin down) is -12.4086 / -12.3049 eV. For the HOMO-LUMO gap (spin up / spin down), the calculation gives 0.3063 / 0.1560 Eh. Its spin multiplicity is 4. Its total charge is +2.

---

(4)
# C46H93IN6O8

A 4-piece molecular cluster, C46H93IN6O8 overall in a non-equilibrium geometry (ωB97M-V/def2-TZVPD, the OMol25 dataset).

```
154
Properties=species:S:1:pos:R:3
C -5.768 -1.899 3.227
C -6.285 -0.600 2.313
C -5.097 0.530 2.435
C -5.600 2.078 2.175
C -4.416 3.062 1.600
C -3.027 3.038 2.495
C -2.995 4.262 3.583
C -1.604 4.411 4.433
C -0.523 3.196 4.234
C -0.921 1.933 5.231
C -0.256 0.500 4.794
C 1.331 0.324 5.248
C 2.252 -0.312 4.030
C 1.668 -1.745 3.441
C 2.122 -1.768 1.832
C 2.250 -3.283 1.216
C 1.556 -3.368 -0.279
C 1.981 -2.149 -1.294
C 1.119 -2.235 -2.723
O 1.084 -3.593 -3.290
C 1.149 -3.582 -4.760
I -0.435 -4.958 -5.506
N 2.467 -4.194 -5.248
C 2.597 -3.761 -6.565
O 3.082 -3.196 -7.698
C -0.441 -1.787 -2.337
C -0.836 -0.497 -3.277
O -0.802 0.802 -2.562
C 0.506 1.462 -2.703
C 1.053 2.230 -4.065
O 1.307 1.440 -1.608
O -1.300 -2.912 -2.737
C -2.304 -3.229 -1.708
C -3.665 -2.341 -1.956
O -3.470 -0.951 -1.424
N -4.464 -0.249 -2.052
O -4.450 0.922 -1.706
O -2.709 -4.664 -1.871
C -3.369 -5.130 -0.608
N -3.805 -5.627 0.507
H -5.852 -2.911 2.643
H -4.619 -1.788 3.527
H -6.403 -1.989 4.212
H -6.350 -0.964 1.202
H -7.291 -0.188 2.754
H -4.153 0.238 1.766
H -4.701 0.478 3.560
H -6.445 2.022 1.337
H -6.154 2.524 3.133
H -4.191 2.912 0.440
H -4.838 4.171 1.684
H -2.143 3.224 1.718
H -2.797 2.010 3.004
H -3.921 4.155 4.310
H -3.168 5.274 2.979
H -1.914 4.394 5.586
H -1.081 5.445 4.262
H 0.516 3.605 4.655
H -0.316 2.884 3.126
H -0.482 2.207 6.307
H -2.100 1.887 5.395
H -0.385 0.214 3.665
H -0.846 -0.338 5.407
H 1.444 -0.344 6.231
H 1.825 1.374 5.513
H 3.331 -0.567 4.473
H 2.467 0.468 3.154
H 2.109 -2.685 3.988
H 0.499 -1.817 3.433
H 1.272 -1.179 1.256
H 3.144 -1.153 1.808
H 1.819 -4.129 1.938
H 3.385 -3.530 1.074
H 0.372 -3.414 -0.175
H 1.931 -4.375 -0.792
H 1.750 -1.064 -0.869
H 3.125 -2.169 -1.574
H 1.558 -1.413 -3.443
H 0.979 -2.534 -5.254
H -0.559 -1.444 -1.222
H -0.185 -0.373 -4.242
H -1.959 -0.622 -3.656
H 0.154 2.791 -4.579
H 1.877 3.016 -3.771
H 1.506 1.379 -4.768
H -1.894 -3.143 -0.608
H -3.809 -2.206 -3.129
H -4.617 -2.761 -1.414
C 7.797 -4.465 -11.418
C 7.028 -4.166 -10.134
N 6.966 -5.293 -9.200
C 6.007 -5.086 -8.110
C 6.289 -3.956 -7.125
C 8.248 -5.875 -8.798
C 9.262 -4.952 -8.124
H 7.384 -5.339 -11.934
H 7.725 -3.610 -12.099
H 8.860 -4.640 -11.228
H 6.007 -3.901 -10.434
H 7.459 -3.275 -9.665
H 5.888 -6.021 -7.548
H 5.021 -4.904 -8.556
H 7.085 -4.220 -6.426
H 5.395 -3.761 -6.524
H 6.554 -3.020 -7.624
H 8.722 -6.310 -9.686
H 8.070 -6.738 -8.142
H 9.345 -3.984 -8.623
H 10.254 -5.418 -8.153
H 9.020 -4.789 -7.073
C 2.656 4.483 -0.855
C 3.784 5.494 -0.672
N 5.069 4.894 -0.304
C 6.063 5.881 0.132
C 6.545 6.900 -0.896
C 5.578 3.852 -1.196
C 5.804 4.223 -2.661
H 2.523 3.870 0.042
H 1.714 5.011 -1.042
H 2.832 3.822 -1.709
H 3.470 6.174 0.130
H 3.866 6.100 -1.581
H 6.935 5.360 0.547
H 5.641 6.435 0.981
H 7.243 6.454 -1.608
H 7.085 7.706 -0.388
H 5.722 7.360 -1.450
H 4.886 3.002 -1.163
H 6.514 3.446 -0.789
H 4.979 4.807 -3.077
H 5.887 3.309 -3.260
H 6.733 4.776 -2.796
C -8.149 2.725 5.752
C -8.173 1.258 6.173
N -7.261 0.938 7.273
C -7.093 -0.504 7.481
C -8.315 -1.302 7.925
C -7.416 1.728 8.496
C -8.778 1.702 9.188
H -7.137 3.046 5.487
H -8.787 2.869 4.873
H -8.530 3.383 6.540
H -7.880 0.674 5.291
H -9.205 0.975 6.407
H -6.281 -0.676 8.200
H -6.729 -0.942 6.543
H -8.542 -1.137 8.980
H -8.116 -2.372 7.809
H -9.205 -1.072 7.333
H -7.172 2.772 8.264
H -6.648 1.433 9.223
H -9.608 1.797 8.483
H -8.848 2.543 9.886
H -8.914 0.792 9.773
```

Its SMILES is CCCCCCCCCCCCCCCCCC[C@@H](O[C@H](I)N=C=O)[C@@H](COC(C)=O)O[C@@H](CON=O)OC#N.CCN(CC)CC.CCN(CC)CC.CCN(CC)CC. The HOMO energy is -8.0909 eV. For the HOMO-LUMO gap, the calculation gives 0.2603 Eh. Its spin multiplicity is 1. Its total charge is 0.

---

(5)
# C25H23Br4FN3O5SV

C25H23Br4FN3O5SV as an isolated structure (ωB97M-V/def2-TZVPD, the OMol25 dataset).

```
63
Properties=species:S:1:pos:R:3
V 1.334 0.474 1.494
Br 7.330 1.376 4.924
C 5.516 1.048 4.495
C 4.610 0.715 5.492
Br 5.159 0.576 7.296
C 3.268 0.474 5.155
Br 1.978 -0.022 6.445
C 2.843 0.571 3.842
O 1.612 0.333 3.431
C 3.768 0.918 2.815
O 3.277 0.991 1.606
C 5.095 1.144 3.161
Br 6.273 1.586 1.755
C -3.091 -2.548 -3.780
C -1.637 -2.385 -4.208
C -1.568 -1.711 -5.571
C -0.126 -1.560 -6.019
C 0.660 -0.817 -4.975
C 1.770 -0.053 -5.349
C 2.476 0.618 -4.374
F 3.551 1.354 -4.753
C 2.137 0.574 -3.044
C 1.022 -0.182 -2.650
C 0.664 -0.272 -1.268
O 1.389 0.373 -0.392
C -0.447 -1.102 -0.917
C -1.136 -1.733 -1.901
N -0.854 -1.615 -3.233
C 0.276 -0.875 -3.642
C -0.952 -1.282 0.488
O -1.966 -1.950 0.695
O -0.311 -0.668 1.416
H -3.663 -2.933 -4.625
H -3.513 -1.584 -3.489
H -3.219 -3.243 -2.953
H -1.184 -3.383 -4.302
H -2.045 -0.728 -5.503
H -2.141 -2.308 -6.282
H -0.065 -1.035 -6.974
H 0.307 -2.554 -6.181
H 2.074 0.017 -6.385
H 2.714 1.101 -2.299
H -1.972 -2.351 -1.619
C -0.733 2.222 4.525
N -1.503 1.417 3.583
C -1.763 0.048 4.034
C -1.457 1.706 2.263
S -0.152 2.589 1.584
N -2.500 1.335 1.517
C -3.762 0.894 2.084
C -2.496 1.412 0.066
H -1.134 2.028 5.520
H -0.848 3.277 4.291
H 0.322 1.955 4.512
H -0.859 -0.319 4.523
H -1.954 -0.602 3.184
H -2.599 0.020 4.738
H -3.828 1.192 3.128
H -3.876 -0.188 2.000
H -4.569 1.375 1.528
H -1.478 1.474 -0.304
H -3.047 2.297 -0.267
H -2.976 0.516 -0.327
```

The energy above the lowest of the compared OMol25 structures with the same formula, charge and spin comes out at 0.0 kJ/mol. The HOMO energy (spin up / spin down) is -2.7205 / -4.8081 eV. For the HOMO-LUMO gap (spin up / spin down), the calculation gives 0.1863 / 0.2625 Eh. Its spin multiplicity is 4. Its total charge is -1.

---

(6)
# C4H6N3O

An isolated ion of composition C4H6N3O and charge +1 in a non-equilibrium geometry (ωB97M-V/def2-TZVPD, the OMol25 dataset).

```
14
Properties=species:S:1:pos:R:3
C 0.650 0.399 -0.331
C -1.416 1.332 0.502
C 1.385 -0.321 -1.192
C -1.131 -1.073 1.069
N -1.200 -1.192 -0.421
N 0.867 1.555 0.396
N -0.747 0.083 0.087
O -0.347 2.117 0.549
H 0.962 -1.171 -1.667
H 2.423 0.146 -1.405
H -2.184 -0.907 1.314
H -0.468 -1.733 1.558
H -0.408 -1.476 -0.917
H 1.613 2.240 0.458
```

The energy above the lowest of the compared OMol25 structures with the same formula, charge and spin comes out at 744.8 kJ/mol. The HOMO energy is -14.2392 eV. For the HOMO-LUMO gap, the calculation gives 0.3387 Eh. Its spin multiplicity is 1. Its total charge is +1.

---

(7)
# C5H6O

One molecule with the formula C5H6O in a non-equilibrium geometry (ωB97M-V/def2-TZVPD, the OMol25 dataset).

```
12
Properties=species:S:1:pos:R:3
C 2.174 0.155 0.017
C 0.834 0.130 -0.043
C -0.273 1.237 -0.009
C -1.421 0.653 0.005
O -1.384 -0.739 -0.017
C 0.023 -1.189 0.019
H 2.749 1.011 -0.061
H 2.619 -0.883 -0.040
H -0.162 2.273 0.186
H -2.483 1.049 -0.085
H 0.101 -1.638 1.008
H 0.234 -1.815 -0.795
```

The energy above the lowest of the compared OMol25 structures with the same formula, charge and spin comes out at 160.0 kJ/mol. Its SMILES is C=C1C=COC1. The HOMO energy is -8.3780 eV. For the HOMO-LUMO gap, the calculation gives 0.3467 Eh. Its spin multiplicity is 1. Its total charge is 0.

---

Calculated values (eV) of E_tot for the records, taken in order: -5706.7014 -122418.9117 -115916.2512 -82609.0062 -360422.4534 -10747.5425 -7327.6267.